Entry 1:
Entry from the OMol25 dataset: a structure of composition C17H24CrF4N2Si (wB97M-V/def2-TZVPD).

Last column: Löwdin spin population.
Positions of all 49 atoms, in Å:
Cr 1.08 0.37 -0.21  3.722
C -1.85 0.64 -2.55  0.000
C -1.29 1.74 -1.66  0.009
N 0.21 1.79 -1.51  0.003
C 0.87 1.68 -2.84  0.010
C 2.37 1.46 -2.75  0.023
C 0.56 3.12 -0.86  0.008
C 0.62 3.04 0.66  0.010
N 1.49 1.89 0.94  0.023
C 1.92 1.52 2.18  0.010
C 2.48 0.23 2.30  0.010
F 2.44 -0.55 1.15  0.032
C 3.01 -0.29 3.44  0.000
F 3.52 -1.52 3.42  -0.001
C 3.01 0.45 4.61  0.008
C 2.44 1.70 4.54  0.001
F 2.40 2.46 5.65  -0.001
C 1.91 2.23 3.38  0.005
F 1.39 3.47 3.41  0.001
H -2.93 0.61 -2.38  0.000
H -1.44 -0.33 -2.29  0.000
H -1.68 0.85 -3.61  0.000
H -1.70 1.65 -0.65  0.002
H -1.61 2.71 -2.05  0.000
H 0.64 2.57 -3.43  0.000
H 0.44 0.82 -3.34  0.001
H 2.88 2.20 -2.12  0.002
H 2.80 1.53 -3.75  0.002
H 2.60 0.47 -2.37  0.011
H -0.15 3.89 -1.18  0.000
H 1.54 3.41 -1.21  0.001
H -0.38 2.92 1.09  0.001
H 1.01 3.99 1.03  0.000
H 3.42 0.06 5.53  0.001
C -2.06 -3.91 1.57  0.003
Si -2.06 -3.37 -0.21  0.019
C -3.68 -2.52 -0.58  0.003
C -1.89 -4.86 -1.32  0.003
C -0.72 -2.18 -0.50  0.087
C 0.16 -1.34 -0.70  -0.011
H -2.81 -4.69 1.74  0.000
H -2.29 -3.06 2.22  0.000
H -1.08 -4.30 1.87  0.000
H -4.53 -3.16 -0.31  0.000
H -3.77 -2.29 -1.65  0.000
H -3.76 -1.59 -0.03  0.000
H -2.74 -5.53 -1.19  0.000
H -0.97 -5.42 -1.10  0.000
H -1.85 -4.55 -2.37  0.000

As for the multiplicity: 5.



Entry 2:
Entry from the OMol25 dataset: a structure of composition C24H40BeBr3CaN7O19P2SV (wB97M-V/def2-TZVPD).

Last column: Mulliken charge in e.
Positions of all 99 atoms, in Å:
C -4.51 0.00 -2.31  -0.698
C -4.50 0.35 -0.69  0.326
N -5.49 1.08 -0.07  -0.742
C -3.24 -0.19 0.20  -0.615
C -1.94 0.79 -0.11  -0.061
C -1.62 1.65 1.25  0.192
O -1.97 2.97 1.22  -0.637
O -1.05 1.15 2.51  -0.668
N -0.77 0.03 -0.69  0.601
C -0.18 -0.98 0.26  -0.850
C 0.28 -2.38 -0.54  0.422
C 0.40 -2.47 -2.19  -0.236
C 0.89 -3.82 -3.00  -0.423
C 1.28 -5.13 -2.09  -0.670
C 1.11 -5.06 -0.45  -0.234
C 0.62 -3.71 0.37  -0.170
P 0.44 1.07 -1.48  0.704
N 0.04 1.11 -3.08  -0.713
O 0.46 2.73 -0.95  -0.435
O 2.07 0.42 -1.40  -0.596
H -5.25 -0.92 -2.43  0.321
H -4.97 0.95 -2.84  0.298
H -3.45 -0.21 -2.76  0.132
H -5.24 1.16 0.94  0.296
H -3.48 -0.22 1.35  0.435
H -2.94 -1.28 -0.12  0.176
H -2.30 1.56 -0.95  0.225
H -0.85 -1.25 1.18  0.419
H 0.82 -0.53 0.69  0.467
H 0.13 -1.53 -2.85  0.082
H 0.98 -3.80 -4.18  0.349
H 1.66 -6.11 -2.62  0.436
H 1.37 -6.04 0.15  -0.036
H 0.51 -3.70 1.54  0.362
H -0.84 0.52 -3.17  0.230
H 0.14 3.31 -1.71  0.188
H 2.54 0.63 -2.27  0.326
O 3.00 -7.45 -0.56  -0.962
V 4.56 -6.64 -0.51  1.294
O 6.12 -5.84 -0.45  -0.873
Ca 1.58 -4.74 2.29  1.557
C 1.92 -11.74 -1.14  -0.708
N 3.07 -10.82 -1.29  0.804
O 3.11 -10.12 -2.31  -0.465
O 3.91 -10.81 -0.38  -0.495
H 1.27 -11.64 -2.01  0.309
H 2.32 -12.76 -1.08  0.277
H 1.39 -11.47 -0.23  0.274
C 2.00 5.08 -4.37  -0.339
Br 0.21 5.50 -3.76  -0.011
Br 3.25 6.53 -4.00  0.075
Br 2.64 3.38 -3.66  0.062
H 1.95 4.97 -5.46  0.357
C 4.06 2.22 0.62  -0.664
N 5.14 1.21 0.77  0.921
O 6.20 1.43 0.18  -0.505
O 4.89 0.24 1.49  -0.565
H 4.41 3.02 -0.03  0.342
H 3.20 1.71 0.17  0.132
H 3.82 2.61 1.61  0.326
C 7.80 1.49 2.68  0.041
C 7.57 2.50 3.80  -0.291
O 7.61 1.73 5.00  -0.325
S 8.64 0.49 4.81  1.083
O 9.92 0.87 5.38  -0.522
O 7.96 -0.73 5.15  -0.539
O 8.77 0.57 3.18  -0.331
H 6.88 0.93 2.46  0.014
H 8.16 1.97 1.77  0.331
H 6.61 3.02 3.71  0.276
H 8.38 3.23 3.84  0.301
C -6.76 -4.66 -2.08  -1.349
C -6.93 -3.23 -1.67  0.782
O -6.43 -2.30 -2.31  -0.720
N -7.66 -2.96 -0.55  -0.156
C -8.32 -3.89 0.33  -0.859
H -6.16 -4.71 -2.99  0.298
H -6.24 -5.22 -1.30  0.372
H -7.74 -5.11 -2.29  0.375
H -7.72 -1.97 -0.34  0.241
H -9.38 -3.65 0.35  0.297
H -7.90 -3.76 1.34  0.287
H -8.18 -4.93 0.02  0.330
N -2.18 5.77 0.84  0.233
C -2.72 6.28 1.99  -0.143
C -3.13 7.57 1.73  -0.356
C -2.82 7.84 0.38  -0.666
C -2.24 6.71 -0.15  -0.092
H -1.79 4.84 0.74  0.340
H -2.77 5.68 2.89  0.437
H -3.59 8.24 2.44  0.516
H -3.01 8.77 -0.16  0.424
H -1.86 6.50 -1.14  0.385
O -1.05 9.30 4.00  -0.392
P -2.33 9.62 4.78  1.020
O -2.00 10.53 5.97  -0.354
O -2.95 8.31 5.30  -0.378
O -3.33 10.33 3.86  -0.391
Be 3.78 8.00 -6.35  0.136

As for the multiplicity: 1. Its net charge is +1.



no.,largest force on an atom (eV Å⁻¹),calculated total energy (Eh)
1,0.837,-2505.065185
2,8.143,-13189.098121